Entry 1:
{
  "formula": "C3H10N2O2",
  "method": "ωB97M-V/def2-TZVPD",
  "homo_energy_ev": [1.09, -5.97],
  "gap_ev": [2.8, 9.8],
  "spin_multiplicity": 2,
  "e_tot_ev": -10347.9502,
  "lumo_energy_ha": [0.142, 0.140],
  "charge": -1,
  "de_lowest_kj_mol": 7.64,
  "s_squared": 0.75,
  "species": ["C", "N", "C", "N", "O", "C", "H", "H", "H", "H", "H", "H", "H", "H", "H", "H", "O"],
  "positions_angstrom": [[-1.594708, -0.743337, 0.351884], [-0.161044, -0.368230, 0.259259], [0.384780, 0.627685, -0.478345], [-0.481216, 1.590897, -0.942592], [1.590748, 0.669465, -0.711927], [-1.776543, -2.241737, 0.238978], [-2.111864, -0.176993, -0.425929], [-1.927020, -0.364850, 1.311690], [0.464769, -1.145089, 0.380237], [-0.182885, 2.069938, -1.772495], [-1.337529, 1.790785, -0.423113], [-1.184376, -2.726852, -0.541313], [-2.815289, -2.413799, -0.058230], [-1.630332, -2.714751, 1.205166], [3.766734, 2.264266, -0.079666], [4.492739, 1.565351, 1.139446], [4.503033, 2.317251, 0.546958]],
  "atomic_forces_ev_per_a": [[1.4, 0.8, -0.4], [-0.6, -0.8, 0.2], [-0.1, 0.5, -0.2], [0.0, -0.5, 0.7], [0.3, -0.1, -0.3], [-0.7, 0.1, -0.3], [-0.2, -0.3, 0.0], [-0.5, -0.1, 0.1], [0.3, 0.2, 0.2], [-0.2, 0.4, 0.2], [0.2, 0.0, -0.7], [0.2, 0.3, 0.2], [-0.1, -0.2, 0.2], [0.2, -0.2, 0.1], [0.0, -0.5, 0.5], [-0.5, -0.2, -0.2], [0.4, 0.7, -0.3]],
  "mulliken_spin": [1.808, -1.586, 2.700, -0.061, -0.690, -0.038, -0.247, 0.228, 0.197, -0.456, -0.383, -0.080, -0.410, 0.017, 0.011, -0.010, -0.001]
}

=====

Entry 2:
{
  "formula": "C22H36BrFIN2O3",
  "method": "ωB97M-V/def2-TZVPD",
  "homo_energy_ev": -2.55,
  "gap_ev": 5.2,
  "e_tot_ev": -113378.8591,
  "lumo_energy_ha": 0.096,
  "charge": -1,
  "species": ["C", "C", "C", "C", "N", "C", "C", "C", "C", "F", "C", "O", "O", "C", "Br", "C", "C", "C", "I", "H", "H", "H", "H", "H", "H", "H", "H", "H", "H", "H", "H", "H", "H", "H", "H", "H", "H", "C", "C", "C", "C", "C", "C", "N", "O", "C", "C", "C", "H", "H", "H", "H", "H", "H", "H", "H", "H", "H", "H", "H", "H", "H", "H", "H", "H", "H"],
  "positions_angstrom": [[2.977277, 0.376593, 1.910188], [2.614250, 0.567065, 0.784078], [2.123598, 0.783052, -0.571607], [2.231255, -0.434702, -1.494245], [3.655839, -0.621131, -1.731373], [4.069202, -1.676914, -2.673449], [5.502349, -2.184513, -2.403385], [6.230743, -1.504825, -1.249812], [1.410554, -0.182137, -2.765097], [1.990605, 0.684241, -3.642243], [1.163466, -1.567611, -3.300608], [1.021869, -1.960557, -4.411957], [1.114380, -2.391753, -2.221708], [1.445587, -1.693037, -1.016481], [2.601549, -2.896081, 0.029856], [0.202002, -1.370531, -0.183308], [-0.999972, -2.281910, -0.334240], [-0.776853, -3.777861, -0.211001], [-2.136432, -1.793763, -2.096799], [3.248657, 0.184957, 2.913169], [2.698843, 1.582577, -1.044907], [1.100857, 1.142475, -0.511455], [3.968865, 0.255928, -2.132786], [3.402888, -2.521905, -2.572799], [4.013494, -1.320554, -3.706233], [6.097346, -2.080828, -3.311732], [5.446528, -3.251649, -2.183848], [7.204711, -1.979217, -1.116556], [6.403073, -0.446676, -1.443219], [5.678732, -1.610364, -0.319319], [0.415993, 0.185652, -2.488843], [-0.159806, -0.355376, -0.353490], [0.488050, -1.385240, 0.867750], [-1.668823, -1.945238, 0.456504], [-1.671493, -4.317556, -0.513245], [0.058525, -4.136174, -0.808351], [-0.578970, -4.009487, 0.837648], [-3.056937, 0.760800, 3.751080], [-3.279717, 0.719124, 2.227030], [-4.461617, 1.638773, 1.876278], [-4.162887, 3.143401, 1.952893], [-2.690735, 3.470366, 1.647417], [-1.982127, 2.377347, 0.849786], [-2.025751, 1.123286, 1.577416], [-1.373041, 0.096502, 0.847782], [-0.508989, 2.766197, 0.743446], [-2.541757, 2.247451, -0.575630], [-3.677258, -0.701710, 1.842937], [-2.231197, 0.095802, 4.008570], [-3.949643, 0.442465, 4.305334], [-2.792006, 1.768868, 4.076249], [-4.789222, 1.398277, 0.862776], [-5.308733, 1.390783, 2.524775], [-4.809458, 3.657854, 1.236339], [-4.431841, 3.541569, 2.935035], [-2.626338, 4.421390, 1.110034], [-2.136859, 3.610379, 2.581155], [-0.053558, 2.764572, 1.734546], [-0.401725, 3.764696, 0.302482], [0.021107, 2.050164, 0.126840], [-2.375946, 3.142798, -1.184742], [-3.603673, 2.006787, -0.615727], [-1.993444, 1.401516, -0.980744], [-4.599163, -0.971920, 2.371704], [-2.895976, -1.409431, 2.110613], [-3.850260, -0.783063, 0.769256]],
  "atomic_forces_ev_per_a": [[-0.1, 0.1, -0.3], [0.1, -0.1, 0.1], [0.1, 0.0, 0.1], [-0.1, 0.3, 0.2], [-0.2, -0.3, -0.6], [0.2, 0.1, 0.1], [0.0, 0.0, 0.2], [0.1, -0.2, -0.1], [-0.5, -0.2, 0.3], [0.3, 0.1, -0.3], [0.2, -0.3, 0.1], [0.0, 0.1, -0.3], [0.0, 0.0, -0.1], [0.1, 0.0, 0.3], [0.1, -0.2, 0.0], [0.7, -0.6, -0.6], [0.0, -0.3, 0.5], [0.0, 0.0, -0.2], [-0.1, 0.0, -0.2], [0.1, 0.0, 0.2], [0.0, 0.1, 0.0], [0.1, -0.2, -0.1], [0.1, 0.1, 0.2], [-0.1, -0.1, -0.1], [-0.2, 0.0, -0.1], [0.0, 0.0, -0.1], [0.0, -0.1, 0.0], [0.1, 0.0, 0.0], [-0.1, 0.1, 0.1], [-0.1, 0.1, 0.0], [0.0, 0.2, 0.0], [0.1, -0.1, 0.0], [0.0, 0.2, 0.0], [0.0, 0.1, -0.3], [-0.1, -0.1, 0.1], [0.0, 0.0, -0.1], [0.1, 0.0, 0.0], [0.0, 0.0, 0.0], [-0.2, 0.1, 0.1], [-0.1, 0.1, -0.1], [0.0, 0.0, 0.0], [-0.2, -0.1, 0.2], [-0.2, 0.3, -0.2], [0.5, -0.2, 0.3], [-0.9, 1.1, 0.8], [0.0, 0.3, 0.0], [0.1, 0.0, -0.1], [-0.1, -0.1, 0.0], [0.0, 0.0, 0.0], [0.0, 0.0, -0.1], [0.0, 0.0, 0.0], [0.0, -0.1, 0.0], [0.0, 0.0, 0.0], [0.0, 0.0, 0.0], [0.0, 0.0, 0.0], [0.1, -0.1, -0.1], [0.0, -0.1, 0.0], [0.0, 0.0, 0.0], [0.0, 0.0, 0.0], [-0.3, 0.2, 0.2], [0.1, 0.0, 0.1], [0.0, 0.0, 0.1], [-0.1, -0.1, -0.4], [0.0, 0.0, 0.0], [0.0, 0.0, 0.1], [0.0, 0.0, 0.0]],
  "mulliken_charge": [-0.047, -0.677, -0.417, 0.589, -0.023, -0.453, -0.545, -1.151, 0.825, -0.460, 0.108, -0.620, -0.359, 0.575, -0.088, -0.581, 0.090, -1.369, -0.058, 0.437, 1.023, -0.819, 0.458, 0.261, 0.364, 0.331, 0.280, 0.418, 0.268, 0.238, 0.065, -0.499, 0.538, 0.143, 0.451, 0.283, 0.341, -1.807, 1.863, -1.384, -0.667, -1.581, 1.780, 0.178, -0.676, -1.114, -1.379, -2.060, 0.350, 0.386, 0.349, 0.331, 0.558, 0.344, 0.383, 0.528, 0.307, 0.367, 0.430, -0.226, 0.375, 0.332, -0.021, 0.477, 0.360, 0.296]
}

=====

Entry 3:
{
  "formula": "C3H7NO4",
  "method": "ωB97M-V/def2-TZVPD",
  "homo_energy_ev": [-14.83, -14.83],
  "gap_ev": [9.9, 4.7],
  "spin_multiplicity": 2,
  "e_tot_ev": -12893.5177,
  "lumo_energy_ha": [-0.181, -0.372],
  "charge": 1,
  "de_lowest_kj_mol": 184.82,
  "s_squared": 0.78,
  "species": ["C", "N", "C", "C", "O", "O", "O", "H", "H", "H", "H", "H", "H", "H", "O"],
  "positions_angstrom": [[-2.289622, 0.876264, 0.228177], [-1.401008, -0.151354, 0.738656], [-0.029429, -0.112760, 0.738316], [0.528041, -1.090495, -0.260508], [-0.091738, -2.249457, -0.454103], [1.539917, -0.963887, -0.925989], [-3.502125, 0.797108, 0.059049], [-1.579669, 1.689985, -0.331965], [-1.735648, -1.084546, 1.028655], [0.461835, 0.033507, 1.604684], [0.095657, 0.751103, 0.227546], [0.540678, -2.748158, -0.997859], [2.997207, 1.849739, -0.947895], [2.115746, 0.738154, -0.442968], [2.350157, 1.664799, -0.263798]],
  "atomic_forces_ev_per_a": [[0.0, 1.5, -3.2], [-3.2, -2.2, 1.6], [-1.2, 0.0, -3.7], [2.8, -3.1, -2.3], [-1.4, 0.4, 1.4], [-0.8, 1.8, 1.6], [3.3, -0.5, 1.4], [-1.8, -1.4, 1.7], [-1.0, 0.5, -0.1], [1.7, -0.3, 3.5], [1.6, 3.4, -1.4], [-0.3, -0.3, -0.3], [0.2, 0.3, -0.1], [0.5, 0.4, -0.1], [-0.5, -0.5, 0.1]],
  "mulliken_spin": [-0.143, 0.692, 0.006, 0.031, 0.015, 0.095, 0.294, -0.006, -0.029, 0.039, 0.000, 0.002, 0.000, 0.000, 0.004]
}